[1]
Formula: H5NO3
Source: the OMol25 dataset
Level of theory: ωB97M-V/def2-TZVPD

relative energy (zero: lowest compared OMol25 entry of this formula, charge and spin) = 3.9 kcal/mol
HOMO energy = -0.35486 hartree
strongest force on any atom = 2.5 eV/A
Kohn-Sham gap = 10.5 eV
SMILES = NO.OO

Each line ends with the Mulliken charge.
CARTESIAN COORDINATES (ANGSTROEM)
N  0.1983  0.9040  2.0760  -0.45
O  -0.6369  1.0950  0.9334  -0.41
H  -0.3468  0.0815  2.4411  0.27
H  1.0907  0.6229  1.7138  0.26
H  -0.1560  1.8492  0.5079  0.33
O  0.5653  -0.5611  -1.8906  -0.35
O  -0.2578  -1.4076  -1.0812  -0.33
H  0.9533  -1.1210  -2.5453  0.31
H  -0.2941  -0.7710  -0.3426  0.36


[2]
Formula: H5NOSi
Source: the OMol25 dataset
Level of theory: ωB97M-V/def2-TZVPD

relative energy (zero: lowest compared OMol25 entry of this formula, charge and spin) = 9.9 kcal/mol
⟨S²⟩ = 2.01
HOMO energy (spin up / spin down) = -0.24417 / -0.37291 hartree
strongest force on any atom = 7.8 eV/A
Kohn-Sham gap (spin up / spin down) = 7.2 / 6.0 eV
multiplicity = 3

Each line ends with the Mulliken charge.
CARTESIAN COORDINATES (ANGSTROEM)
N  -2.5651  0.0305  0.2259  -0.70
O  1.0365  0.2111  -0.5599  -0.09
Si  2.3638  -0.2351  0.0179  0.06
H  -2.8603  0.8816  0.6215  0.22
H  -2.7048  0.0668  -0.8038  0.24
H  -1.5375  0.0184  0.2007  0.26
H  3.5146  0.6953  0.0489  0.00
H  2.7528  -1.6686  0.2488  0.01


[3]
Formula: H5NP2S2
Source: the OMol25 dataset
Level of theory: ωB97M-V/def2-TZVPD

relative energy (zero: lowest compared OMol25 entry of this formula, charge and spin) = 28.2 kcal/mol
HOMO energy = -0.32182 hartree
strongest force on any atom = 3.5 eV/A
Kohn-Sham gap = 8.1 eV

Each line ends with the Mulliken charge.
CARTESIAN COORDINATES (ANGSTROEM)
N  -0.2525  0.7122  0.7231  -0.54
P  -0.9006  -0.7059  1.2394  0.10
P  1.7490  0.3115  -0.4372  0.29
S  2.4362  -1.4176  0.0222  -0.27
S  -1.5433  -1.4930  -0.5925  -0.25
H  0.0112  1.3587  1.4579  0.29
H  0.2276  -1.5683  1.2961  0.01
H  1.3514  0.5425  -1.7470  0.12
H  2.5104  1.4350  -0.1269  0.10
H  -2.7823  -1.0142  -0.4756  0.15


[4]
Formula: H5NP2S2
Source: the OMol25 dataset
Level of theory: ωB97M-V/def2-TZVPD

relative energy (zero: lowest compared OMol25 entry of this formula, charge and spin) = 20.7 kcal/mol
HOMO energy = -0.30319 hartree
strongest force on any atom = 3.7 eV/A
Kohn-Sham gap = 8.2 eV

Each line ends with the Mulliken charge.
CARTESIAN COORDINATES (ANGSTROEM)
N  -0.4626  0.2966  -0.0197  -0.40
P  1.2596  -2.6559  1.1343  0.06
P  0.9536  0.1596  0.6843  0.24
S  2.2953  -1.1328  -0.1655  -0.20
S  -0.2742  -1.4302  1.9308  -0.48
H  -1.2408  -0.1456  0.3752  0.22
H  1.9789  -2.0541  2.2525  0.10
H  1.5922  1.3015  -0.0545  0.03
H  1.3167  0.6730  1.8895  0.15
H  -0.4402  0.5817  -1.0160  0.28


[5]
Formula: H5NS
Source: the OMol25 dataset
Level of theory: ωB97M-V/def2-TZVPD

relative energy (zero: lowest compared OMol25 entry of this formula, charge and spin) = 51.3 kcal/mol
HOMO energy = -0.35719 hartree
strongest force on any atom = 3.9 eV/A
Kohn-Sham gap = 9.7 eV
SMILES = N.S

Each line ends with the Mulliken charge.
CARTESIAN COORDINATES (ANGSTROEM)
N  -1.3047  -1.0793  -1.2738  -0.57
H  -2.2720  -0.8582  -1.0566  0.23
H  -0.9650  -0.8489  -2.2089  0.25
H  -0.6698  -0.8963  -0.5246  0.12
S  0.7187  0.5268  0.7216  -0.46
H  1.4674  1.2757  1.6286  0.20
H  0.0725  0.4548  -0.4671  0.22


[6]
Formula: H5NS2
Source: the OMol25 dataset
Level of theory: ωB97M-V/def2-TZVPD

relative energy (zero: lowest compared OMol25 entry of this formula, charge and spin) = 2.8 kcal/mol
⟨S²⟩ = 0.75
HOMO energy (spin up / spin down) = -0.01535 / -0.12253 hartree
charge = -1
strongest force on any atom = 2.6 eV/A
Kohn-Sham gap (spin up / spin down) = 3.6 / 6.5 eV
multiplicity = 2

Each line ends with the Mulliken charge.
CARTESIAN COORDINATES (ANGSTROEM)
N  2.2394  -2.3699  1.8405  -0.63
H  1.3956  -2.4720  1.2994  0.22
H  3.0478  -2.6009  1.2722  0.20
H  2.2924  -2.9295  2.6974  0.20
S  -3.2049  2.2192  -2.3322  -0.54
S  -1.0840  2.4223  -1.5306  -0.53
H  -3.3949  3.3488  -3.0434  0.04
H  -1.2913  2.3820  -0.2032  0.04


[7]
Formula: H5NS3Si
Source: the OMol25 dataset
Level of theory: ωB97M-V/def2-TZVPD

relative energy (zero: lowest compared OMol25 entry of this formula, charge and spin) = 72.5 kcal/mol
HOMO energy (spin up / spin down) = -0.32958 / -0.28430 hartree
strongest force on any atom = 2.2 eV/A
Kohn-Sham gap (spin up / spin down) = 7.7 / 5.8 eV

Each line ends with the Mulliken charge.
CARTESIAN COORDINATES (ANGSTROEM)
N  1.3202  1.1156  0.1697  -0.41
Si  -0.1502  0.3708  -0.1652  0.40
S  -1.3040  -2.0065  2.4078  -0.35
S  -0.0094  -0.7594  -2.0548  -0.31
S  -1.6426  1.8358  -0.3833  -0.27
H  2.0645  1.3243  -0.5067  0.25
H  1.4901  1.7243  0.9943  0.25
H  -0.3439  -2.9955  2.1010  0.12
H  0.9481  -1.5323  -1.4644  0.17
H  -2.3728  0.9228  -1.0984  0.16


[8]
Formula: H5Na6O3
Source: the OMol25 dataset
Level of theory: ωB97M-V/def2-TZVPD

relative energy (zero: lowest compared OMol25 entry of this formula, charge and spin) = 21.5 kcal/mol
HOMO energy = -1.08902 hartree
charge = +5
strongest force on any atom = 1.9 eV/A
Kohn-Sham gap = 9.3 eV

Each line ends with the Mulliken charge.
CARTESIAN COORDINATES (ANGSTROEM)
Na  -2.8113  -0.8854  0.4034  1.05
Na  -0.3869  1.5906  1.7918  0.97
Na  -1.8269  0.1113  -2.8697  1.00
Na  -2.4424  2.4982  -0.7441  1.01
Na  0.5998  2.1355  -1.6436  0.94
Na  0.2535  -1.6797  -1.3612  0.97
O  -0.9735  0.4650  -0.6158  -1.19
H  -0.7084  -0.1177  0.1229  0.03
O  2.2454  0.8892  -0.1797  -0.51
H  3.2249  0.8265  -0.0768  0.34
H  1.9111  0.5533  0.6551  0.27
O  0.2407  -2.1569  1.1109  -0.58
H  0.6760  -1.4364  1.5833  0.31
H  -0.0020  -2.7937  1.8237  0.38